Arrangement w

This record from the OMol25 dataset describes a molecular structure, C3H3FS2. The level of theory is ωB97M-V with the def2-TZVPD basis set.

Calculated values
LUMO energy in eV: -0.41
HOMO-LUMO gap in eV: 8.569
Charge: 0
Multiplicity: 1
HOMO level in eV: -8.979

Each line ends with the natural charge from an NBO analysis.
Geometry (Å):
S: 0.258 1.125 1.673  0.111
S: -1.480 -0.693 -0.063  0.304
F: 1.844 0.332 -1.174  -0.329
C: -0.380 -0.807 -1.523  -0.541
C: -0.003 0.131 0.461  -0.328
C: 0.821 -0.446 -0.701  0.123
H: 1.307 -1.372 -0.317  0.192
H: -0.677 -0.019 -2.250  0.237
H: -0.301 -1.784 -2.039  0.231

Arrangement x

This record from the OMol25 dataset describes C3H3FS2 in the gas phase. The level of theory is ωB97M-V with the def2-TZVPD basis set.

Calculated values
LUMO energy (spin up / spin down) in eV: -1.20 / -1.20
HOMO-LUMO gap (spin up / spin down) in eV: 7.371 / 7.370
SMILES string: FS/C=C/C=S
Charge: 0
Multiplicity: 1
HOMO level (spin up / spin down) in eV: -8.574 / -8.573

Each line ends with the natural charge from an NBO analysis.
Geometry (Å):
S: 2.250 -0.340 0.658  0.751
S: -2.829 -1.134 -0.411  -0.030
F: 2.971 1.085 0.842  -0.467
C: -0.321 -0.537 -0.090  -0.312
C: -1.514 -0.081 -0.562  -0.250
C: 0.740 0.279 0.148  -0.357
H: -1.575 1.017 -0.812  0.208
H: 0.451 1.275 0.306  0.240
H: -0.173 -1.564 -0.079  0.218

Arrangement y

This record from the OMol25 dataset describes C3H3FS2 in the gas phase. The level of theory is ωB97M-V with the def2-TZVPD basis set.

Calculated values
LUMO energy in eV: -0.77
HOMO-LUMO gap in eV: 8.120
SMILES string: F/C=C/C(=S)S
Charge: 0
Multiplicity: 1
HOMO level in eV: -8.888

Each line ends with the natural charge from an NBO analysis.
Geometry (Å):
S: -2.415 -0.297 -0.748  -0.013
S: -0.711 -0.262 1.718  0.099
F: 2.561 0.289 -0.911  -0.294
C: 1.478 0.060 -0.267  0.313
C: -0.950 -0.152 0.034  -0.304
C: 0.278 0.147 -0.784  -0.384
H: 1.703 -0.189 0.794  0.170
H: 0.046 0.302 -1.802  0.248
H: -1.989 0.102 1.966  0.165

Verdict on stability: arrangement x comes out at the bottom.

Arrangement w

This record from the OMol25 dataset describes C3H3FS2 in the gas phase. The level of theory is ωB97M-V with the def2-TZVPD basis set.

Calculated values
LUMO energy (spin up / spin down) in eV: -0.20 / -1.52
HOMO-LUMO gap (spin up / spin down) in eV: 8.326 / 6.719
Charge: 0
Multiplicity: 1
HOMO level (spin up / spin down) in eV: -8.525 / -8.240

Each line ends with the natural charge from an NBO analysis.
Geometry (Å):
S: 1.186 -1.491 -0.782  0.232
S: -0.107 -1.359 -2.210  -0.134
F: -2.695 0.383 -0.055  -0.299
C: 0.970 -0.008 0.355  -0.538
C: -1.422 0.130 -0.042  0.504
C: -0.348 0.647 0.397  -0.473
H: 1.868 0.702 0.219  0.242
H: 1.052 -0.649 1.208  0.231
H: -0.502 1.645 0.910  0.235

Arrangement x

This record from the OMol25 dataset describes C3H3FS2 in the gas phase. The level of theory is ωB97M-V with the def2-TZVPD basis set.

Calculated values
LUMO energy in eV: -1.61
HOMO-LUMO gap in eV: 7.528
SMILES string: FC(C=S)C=S
Charge: 0
Multiplicity: 1
HOMO level in eV: -9.137

Each line ends with the natural charge from an NBO analysis.
Geometry (Å):
S: 1.608 -0.680 -1.620  0.120
S: -1.141 2.114 0.504  0.106
F: -0.775 -1.664 1.205  -0.360
C: 0.844 -1.023 -0.213  -0.302
C: -0.616 -0.759 0.169  0.068
C: -0.367 0.682 0.895  -0.325
H: 0.580 0.786 1.707  0.237
H: -1.586 -0.873 -0.553  0.242
H: 1.350 -1.267 0.753  0.213

Verdict on stability: arrangement w comes out at the bottom.